*w*
Density functional theory data (wB97M-V/def2-TZVPD) for one molecule with the formula C4H10N2O3.

CARTESIAN COORDINATES (ANGSTROEM)
O1 -0.7178 0.9229 -2.8574
N1 0.2351 0.6997 -2.1478
N2 0.0393 0.6831 -0.8086
C1 -1.1552 1.1218 -0.1628
C2 -1.5914 0.1781 0.9699
O2 -1.8979 -1.1535 0.5391
C3 1.2662 0.4595 -0.0946
C4 1.6793 -0.9713 -0.1278
O3 0.7183 -1.8039 0.5898
H1 -1.9414 1.1082 -0.9124
H2 -0.9804 2.1799 0.1559
H3 -0.7864 0.0797 1.7659
H4 -2.4220 0.6135 1.4963
H5 -0.9705 -1.5603 0.5071
H6 1.0740 0.7902 0.9359
H7 2.0165 1.0925 -0.5925
H8 1.6310 -1.3397 -1.1480
H9 2.6650 -1.1945 0.3724
H10 1.1382 -1.9057 1.5197

Its gap between HOMO and LUMO is 0.352 Ha. The value obtained for the lowest unoccupied orbital energy is 0.0128 Eh.

*x*
Density functional theory data (wB97M-V/def2-TZVPD) for one molecule with the formula C4H10N2O3.

CARTESIAN COORDINATES (ANGSTROEM)
C1 2.6999 -0.4671 -0.1395
O1 1.3049 -0.5111 0.1754
N1 0.6269 0.2508 -0.8368
C2 -0.6284 0.3264 -0.5899
N2 -1.3459 1.0214 -1.5369
O2 -0.6570 1.3819 -2.6692
C3 -1.3661 -0.3278 0.5584
C4 -1.0588 0.4187 1.8895
O3 -1.0448 -1.6894 0.6673
H1 3.0818 0.5376 0.0512
H2 2.9199 -0.7382 -1.1979
H3 3.1671 -1.2106 0.5664
H4 -2.2820 0.6408 -1.7941
H5 0.0645 0.7399 -2.7735
H6 -2.4442 -0.2890 0.3430
H7 -1.5306 -0.1038 2.7089
H8 -1.4365 1.4561 1.8623
H9 0.0165 0.3762 2.0806
H10 -0.0875 -1.8129 0.6348

Its gap between HOMO and LUMO is 0.359 Ha. The value obtained for the lowest unoccupied orbital energy is 0.0334 Eh.

Most stable pick: *w*. Distance to second place: 59.3 kJ/mol.

*w*
Density functional theory data (wB97M-V/def2-TZVPD) for a 2-piece molecular cluster, C3H13N4 overall.

CARTESIAN COORDINATES (ANGSTROEM)
C1 -1.2404 -1.1535 0.2385
C2 -1.4170 -1.4369 -1.0630
N1 -0.2348 -1.5719 -1.9261
N2 -2.1823 -0.8092 1.1531
H1 -0.2292 -1.1574 0.6279
H2 -2.3693 -1.4475 -1.5715
H3 -0.1328 -0.7773 -2.5631
H4 0.6106 -1.5906 -1.3502
H5 -0.2358 -2.4227 -2.4970
H6 -3.1075 -0.6683 0.7803
H7 -1.8844 -0.0285 1.7231
N3 2.5284 1.7850 0.3908
C3 1.4375 0.8444 0.5473
N4 0.1649 1.3421 1.1035
H8 2.2413 2.5816 -0.1655
H9 2.8046 2.1337 1.3015
H10 1.2269 0.4260 -0.4429
H11 1.7812 0.0419 1.2007
H12 0.3991 1.7927 1.9844
H13 -0.1607 2.1165 0.5281

The total charge is +1. Its gap between HOMO and LUMO is 0.337 Ha. The value obtained for the lowest unoccupied orbital energy is -0.1278 Eh.

*x*
Density functional theory data (wB97M-V/def2-TZVPD) for a 2-piece molecular cluster, C3H13N4 overall.

CARTESIAN COORDINATES (ANGSTROEM)
C1 -2.4888 0.2770 -1.1536
C2 -2.0047 1.4110 -0.2522
N1 -0.5347 1.1973 0.0089
H1 -3.5338 0.5180 -1.4560
H2 -1.9093 0.2501 -2.0619
H3 -2.4789 -0.7075 -0.6243
H4 -2.1631 2.3941 -0.7125
H5 -2.5113 1.2954 0.7008
H6 -0.2971 0.1820 0.4328
H7 -0.1213 1.8412 0.7036
H8 0.0282 1.2155 -0.8722
N2 2.8400 -1.0925 1.4115
C3 1.6910 -0.9229 0.6558
N3 1.9050 -0.5946 -0.7425
N4 0.4892 -0.9396 1.1686
H9 2.8560 -1.6644 2.2519
H10 3.6407 -1.1511 0.7873
H11 2.8055 -0.9091 -1.0816
H12 1.3076 -1.1962 -1.2564
H13 0.4798 -1.4036 2.0920

The total charge is +1. Its gap between HOMO and LUMO is 0.406 Ha. The value obtained for the lowest unoccupied orbital energy is -0.1012 Eh.

Most stable pick: *x*. Distance to second place: 151.5 kJ/mol.

*w*
Density functional theory data (wB97M-V/def2-TZVPD) for one molecule with the formula C23H32N2O5.

CARTESIAN COORDINATES (ANGSTROEM)
C1 4.9015 0.0590 -0.1126
C2 3.9376 1.1625 0.2970
O1 2.8638 1.2873 -0.6471
C3 1.8453 0.4531 -0.5352
O2 1.7263 -0.3939 0.3193
C4 0.8304 0.6272 -1.6662
C5 1.4610 0.0077 -2.9246
C6 0.6537 0.2766 -4.1973
C7 -0.7207 -0.3315 -4.1878
C8 -0.8978 -1.6975 -4.0037
C9 -2.1632 -2.2534 -4.0033
C10 -3.2759 -1.4535 -4.2021
C11 -3.1107 -0.0963 -4.4118
C12 -1.8418 0.4573 -4.4060
N1 -0.4173 -0.0374 -1.3613
C13 -1.3404 0.6416 -0.4632
C14 -1.9719 1.8532 -1.1528
C15 -0.6790 1.1136 0.8313
O3 0.0477 2.1162 0.8222
N2 -0.9080 0.4485 1.9686
C16 -0.4697 1.0060 3.2488
C17 1.0545 0.8598 3.4763
O4 1.5210 0.1806 4.3485
O5 1.7895 1.5964 2.6675
C18 -1.3011 0.2785 4.3010
C19 -1.6944 -1.0469 3.6512
C20 -0.7253 -2.2025 3.9159
C21 -0.8350 -3.0510 2.6544
C22 -0.8653 -2.0093 1.5360
C23 -1.6245 -0.8073 2.1287
H1 5.2894 0.2430 -1.1123
H2 4.3933 -0.9023 -0.1012
H3 5.7296 0.0245 0.5891
H4 3.5209 0.9604 1.2871
H5 4.4264 2.1380 0.2919
H6 0.6578 1.6922 -1.8275
H7 2.4608 0.4286 -3.0475
H8 1.5597 -1.0677 -2.7665
H9 0.5721 1.3549 -4.3452
H10 1.2152 -0.1346 -5.0420
H11 -0.0375 -2.3355 -3.8622
H12 -2.2837 -3.3168 -3.8531
H13 -4.2651 -1.8876 -4.2022
H14 -3.9723 0.5340 -4.5808
H15 -1.7208 1.5178 -4.5803
H16 -0.2012 -0.9610 -0.9970
H17 -2.1283 -0.0832 -0.2477
H18 -2.8276 2.2003 -0.5786
H19 -2.2969 1.5609 -2.1462
H20 -1.2575 2.6681 -1.2259
H21 -0.6706 2.0871 3.2368
H22 1.2250 2.0019 1.9416
H23 -0.7132 0.1186 5.2034
H24 -2.1852 0.8648 4.5522
H25 -2.7042 -1.3413 3.9446
H26 -0.9838 -2.7527 4.8188
H27 0.2885 -1.8179 4.0213
H28 -0.0060 -3.7467 2.5435
H29 -1.7670 -3.6205 2.6650
H30 -1.3395 -2.3892 0.6311
H31 0.1524 -1.6994 1.2974
H32 -2.6273 -0.7088 1.6993

Its gap between HOMO and LUMO is 0.334 Ha. The value obtained for the lowest unoccupied orbital energy is 0.0226 Eh.

*x*
Density functional theory data (wB97M-V/def2-TZVPD) for one molecule with the formula C23H32N2O5.

CARTESIAN COORDINATES (ANGSTROEM)
C1 -3.0156 1.0141 2.4558
C2 -1.9360 1.9995 2.0339
O1 -0.6382 1.3902 2.0721
C3 -0.2710 0.6640 1.0320
O2 -0.9317 0.4913 0.0337
C4 1.1023 0.0261 1.2315
C5 1.0192 -1.0109 2.3637
C6 0.0542 -2.1591 2.0451
C7 -0.0918 -3.0554 3.2411
C8 -1.0955 -2.8309 4.1742
C9 -1.2094 -3.6322 5.2962
C10 -0.3157 -4.6692 5.5014
C11 0.6904 -4.8998 4.5787
C12 0.8010 -4.0972 3.4575
N1 1.5691 -0.5936 0.0058
C13 2.2791 0.2688 -0.9323
C14 3.6691 0.6128 -0.3911
C15 1.5193 1.5637 -1.2142
O3 1.5016 2.4657 -0.3661
N2 0.8740 1.7119 -2.3760
C16 0.2924 3.0079 -2.7274
C17 -1.0276 3.2866 -1.9690
O4 -2.0900 3.3751 -2.5191
O5 -0.8721 3.4736 -0.6727
C18 0.1152 2.9634 -4.2418
C19 0.0149 1.4787 -4.5890
C20 -1.4131 0.9272 -4.6306
C21 -1.2457 -0.5222 -4.1900
C22 -0.2492 -0.4195 -3.0358
C23 0.7028 0.7251 -3.4307
H1 -3.9767 1.5191 2.4820
H2 -2.7975 0.6142 3.4440
H3 -3.0725 0.1938 1.7438
H4 -2.1253 2.3712 1.0232
H5 -1.8707 2.8368 2.7306
H6 1.7944 0.8137 1.5362
H7 2.0168 -1.4174 2.5344
H8 0.6935 -0.5012 3.2722
H9 -0.9202 -1.7502 1.7696
H10 0.4433 -2.7260 1.1983
H11 -1.7971 -2.0238 4.0161
H12 -1.9978 -3.4481 6.0117
H13 -0.4041 -5.2964 6.3762
H14 1.3899 -5.7086 4.7330
H15 1.5860 -4.2816 2.7378
H16 0.7635 -1.0031 -0.4603
H17 2.3945 -0.3144 -1.8483
H18 4.2917 1.0086 -1.1896
H19 4.1274 -0.2860 0.0105
H20 3.6020 1.3625 0.3922
H21 0.9950 3.7939 -2.4151
H22 0.0659 3.2601 -0.3900
H23 -0.7865 3.4999 -4.5331
H24 0.9743 3.4202 -4.7334
H25 0.5181 1.2645 -5.5341
H26 -1.8569 1.0196 -5.6202
H27 -2.0373 1.4648 -3.9176
H28 -2.1839 -0.9782 -3.8812
H29 -0.8221 -1.1158 -5.0031
H30 0.2808 -1.3563 -2.8646
H31 -0.7763 -0.1407 -2.1232
H32 1.6853 0.3487 -3.7351

Its gap between HOMO and LUMO is 0.353 Ha. The value obtained for the lowest unoccupied orbital energy is 0.0221 Eh.

Most stable pick: *x*. Distance to second place: 11.6 kJ/mol.

*w*
Density functional theory data (wB97M-V/def2-TZVPD) for a 2-piece molecular cluster, C3H5BrS overall.

CARTESIAN COORDINATES (ANGSTROEM)
C1 0.5177 2.0032 0.1579
C2 -0.4916 1.8153 0.7899
Br1 -1.4389 1.1976 2.2496
H1 0.8230 2.4900 -0.7942
C3 -2.1227 0.7176 -2.0462
S1 -0.8818 -0.6229 -1.8812
H2 -2.2235 1.0169 -3.3109
H3 -3.0380 0.2328 -1.7835
H4 -1.7113 1.5812 -1.4510
H5 -1.3379 -1.3331 -2.8762

Its gap between HOMO and LUMO is 0.335 Ha. The value obtained for the lowest unoccupied orbital energy is 0.0079 Eh.

*x*
Density functional theory data (wB97M-V/def2-TZVPD) for one molecule with the formula C3H5BrS.

CARTESIAN COORDINATES (ANGSTROEM)
C1 0.8784 -1.0516 0.2635
C2 -0.2411 -0.0610 0.4306
C3 -0.4891 1.2584 -0.2583
S1 0.3422 -1.8740 -1.3883
Br1 -1.6224 -0.7184 1.5093
H1 1.7786 -0.4610 -0.0957
H2 0.9638 -1.8212 0.9528
H3 0.2064 2.0232 0.1234
H4 -1.5380 1.6216 -0.1535
H5 -0.2787 1.0839 -1.3838

Its gap between HOMO and LUMO (alpha / beta) is 0.275 / 0.234 Ha. The value obtained for the lowest unoccupied orbital energy (alpha / beta) is -0.0362 / -0.0597 Eh.

*y*
Density functional theory data (wB97M-V/def2-TZVPD) for C3H5BrS as an isolated structure.

CARTESIAN COORDINATES (ANGSTROEM)
C1 -1.1352 -1.3001 0.1028
C2 -2.1753 0.2369 -0.7092
C3 1.1889 0.1407 0.0274
S1 0.4334 -1.5441 -0.2136
Br1 -3.9074 -0.0300 0.1161
H1 -1.8173 -2.1340 0.2339
H2 -1.7659 1.1551 -0.4009
H3 2.3171 -0.2519 0.1546
H4 0.9686 0.4099 1.0720
H5 1.0098 0.9032 -0.6228

Its gap between HOMO and LUMO (alpha / beta) is 0.290 / 0.251 Ha. The value obtained for the lowest unoccupied orbital energy (alpha / beta) is -0.0209 / -0.0313 Eh.

Most stable pick: *x*. Distance to second place: 105.1 kJ/mol.

*w*
Density functional theory data (wB97M-V/def2-TZVPD) for a 2-piece molecular cluster, C2H6O4P overall.

CARTESIAN COORDINATES (ANGSTROEM)
C1 0.7315 -0.6910 1.2810
C2 -2.6924 1.6877 -0.4460
O1 1.4721 2.0366 -0.2382
O2 3.8840 1.1182 0.0078
O3 -3.8832 1.8654 -0.3834
O4 1.9203 0.0434 1.3335
P1 2.4900 0.6925 -0.1910
H1 0.0386 -0.6464 0.3442
H2 0.0068 -0.0088 1.9934
H3 0.8688 -1.6732 1.6022
H4 -2.0944 1.1315 0.2869
H5 -2.0307 1.9876 -1.3695
H6 0.5843 1.6938 -0.5809

The total charge is -1. Its gap between HOMO and LUMO is 0.221 Ha. The value obtained for the lowest unoccupied orbital energy is 0.1126 Eh.

*x*
Density functional theory data (wB97M-V/def2-TZVPD) for an isolated ion of composition C2H6O4P and charge -1.

CARTESIAN COORDINATES (ANGSTROEM)
C1 -0.5744 1.6370 0.5091
O1 0.3306 0.7443 1.0546
P1 1.3369 0.0267 0.0056
O2 1.7333 0.9314 -1.0965
O3 2.1549 -0.7989 0.9098
C2 -0.1518 -1.4701 -0.8507
O4 -1.1353 -1.8901 0.0766
H1 -0.2802 2.0007 -0.4192
H2 -0.7911 2.6254 1.0889
H3 -1.6143 1.2915 0.5282
H4 0.5821 -2.3071 -1.1341
H5 -0.5927 -1.0703 -1.6736
H6 -0.9981 -1.7204 1.0014

The total charge is -1. Its gap between HOMO and LUMO is 0.294 Ha. The value obtained for the lowest unoccupied orbital energy is 0.1448 Eh.

Most stable pick: *x*. Distance to second place: 124.1 kJ/mol.

*w*
Density functional theory data (wB97M-V/def2-TZVPD) for one molecule with the formula C3HN.

CARTESIAN COORDINATES (ANGSTROEM)
C1 -1.2766 -0.0174 -0.0653
C2 -0.0715 -0.1343 -0.0188
C3 1.2879 -0.0488 0.0598
N1 2.4294 0.0069 -0.0609
H1 -2.3692 0.1936 0.0852

Its gap between HOMO and LUMO is 0.422 Ha. The value obtained for the lowest unoccupied orbital energy is 0.0128 Eh.

*x*
Density functional theory data (wB97M-V/def2-TZVPD) for one molecule with the formula C3HN.

CARTESIAN COORDINATES (ANGSTROEM)
C1 1.4185 -0.6554 -0.2524
C2 0.2118 -0.1970 -0.5091
C3 -0.4553 0.3274 0.6440
N1 -0.9326 0.7344 1.6173
H1 -0.2424 -0.2094 -1.4998

Its gap between HOMO and LUMO is 0.352 Ha. The value obtained for the lowest unoccupied orbital energy is -0.0620 Eh.

Most stable pick: *w*. Distance to second place: 185.2 kJ/mol.